Entry 1:
14
Properties=species:S:1:pos:R:3:forces:R:3 method="wB97M-V/def2-TZVPD" smiles="N[C@H](C=O)CSS" e_homo_ha=-0.3058 de_lowest_kj_mol=246.73 gap_ev=8.63 energy_ev=-28430.6848
N -1.083 0.709 -1.285 0.23 -2.59 0.50
C -0.811 -0.445 -0.331 -1.82 2.47 0.30
C -2.172 -0.529 0.531 2.93 -2.64 1.93
O -2.286 0.248 1.438 -1.10 0.23 -0.62
C 0.534 -0.297 0.546 -0.05 0.32 -1.08
S 1.852 0.285 -0.684 -1.81 -0.60 -0.67
S 3.380 0.329 0.599 1.59 -0.18 1.23
H -0.295 0.707 -1.904 0.11 0.68 -0.49
H -1.231 1.596 -0.850 0.26 0.36 0.51
H -0.832 -1.346 -0.931 0.65 -0.16 -0.13
H -2.679 -1.642 0.620 0.36 2.52 -0.85
H 0.794 -1.300 0.902 0.15 0.23 0.03
H 0.660 0.453 1.368 -1.06 -0.67 -0.65
H 4.169 1.232 -0.019 -0.43 0.02 0.01

---

Entry 2:
21
Properties=species:S:1:pos:R:3:forces:R:3 method="wB97M-V/def2-TZVPD" e_homo_ha=-0.3258 de_lowest_kj_mol=122.15 gap_ev=8.93 energy_ev=-18515.0289
C 0.394 2.909 -0.693 -1.63 -3.48 2.13
C -0.231 1.733 -1.119 1.72 0.33 -0.71
C 0.047 1.706 1.065 -0.65 -0.82 -0.14
C 1.179 -1.433 1.091 0.01 0.75 1.01
C -0.309 -1.178 -1.764 2.51 -0.65 7.43
C -0.304 -1.228 1.093 -1.38 0.50 1.20
C -0.945 -0.358 0.085 0.98 -0.97 -4.69
N 0.530 2.862 0.691 -0.53 -0.40 0.15
N -0.365 0.925 0.000 -0.30 1.78 -0.02
I -3.150 -0.449 0.075 0.96 0.14 0.13
H 0.698 3.781 -1.127 0.66 1.74 -1.69
H -0.224 1.249 -2.108 -0.51 0.74 0.63
H -0.227 1.287 2.037 0.76 0.75 -0.05
H 1.151 -2.128 1.863 1.01 -1.84 1.35
H 1.606 -1.870 0.253 0.35 -0.95 -1.82
H 1.918 -0.726 1.438 -0.50 1.12 0.01
H -0.223 -2.251 -1.609 -0.27 0.04 0.22
H -0.835 -0.957 -2.545 -3.62 1.59 -4.25
H 0.678 -0.750 -1.804 0.30 0.15 0.02
H -0.755 -2.201 0.941 -0.14 -0.31 0.12
H -0.631 -0.922 2.136 0.27 -0.21 -1.03

---

Entry 3:
34
Properties=species:S:1:pos:R:3:forces:R:3 method="wB97M-V/def2-TZVPD" smiles="C=C(/C=C/C)CC.O.O.O.O.O" e_homo_ha=-0.3399 de_lowest_kj_mol=0.00 gap_ev=9.75 energy_ev=-17853.2113
C -0.322 1.531 -2.135 -0.10 0.45 -0.38
C -0.537 0.669 -1.142 0.09 -0.58 -0.10
C 0.499 -0.330 -0.796 -0.16 0.34 0.05
C 0.492 -1.090 0.298 -0.08 -0.43 0.18
C 1.555 -2.069 0.652 0.49 -0.34 0.22
C -1.825 0.681 -0.361 -0.10 0.02 0.11
C -1.719 1.550 0.887 -0.12 0.57 0.13
H -1.039 2.288 -2.428 -0.27 -0.10 0.15
H 0.585 1.574 -2.721 0.28 -0.27 0.11
H 1.342 -0.394 -1.482 0.02 -0.01 0.00
H -0.314 -1.062 1.034 0.08 0.21 -0.32
H 1.877 -1.924 1.687 -0.19 0.00 0.00
H 1.201 -3.107 0.586 -0.11 0.21 0.03
H 2.454 -1.998 0.039 -0.07 0.12 -0.25
H -2.098 -0.337 -0.058 0.08 0.13 -0.15
H -2.625 1.051 -1.007 0.04 0.01 0.07
H -2.654 1.563 1.451 0.09 -0.18 0.04
H -1.514 2.598 0.643 -0.05 -0.07 -0.22
H -0.908 1.244 1.539 -0.02 -0.27 0.17
O 0.315 -0.629 3.342 -0.02 -0.23 -0.14
H -0.190 -0.661 4.159 0.07 0.15 -0.03
H 0.654 0.282 3.250 -0.09 0.02 0.30
O 1.182 1.995 3.139 0.02 0.10 -0.24
H 1.340 2.179 2.182 0.06 -0.06 0.33
H 2.001 2.230 3.585 -0.02 0.00 0.00
O 0.292 -3.654 -2.392 -0.07 -0.31 -0.17
H 0.798 -3.109 -1.787 -0.07 0.19 -0.01
H -0.282 -3.054 -2.897 0.20 0.09 0.24
O -1.373 -1.605 -3.529 0.06 0.05 -0.05
H -2.305 -1.798 -3.393 -0.03 0.05 0.05
H -1.173 -0.836 -2.978 -0.08 0.00 -0.06
O 1.660 2.275 0.478 -0.06 0.05 -0.23
H 1.775 1.381 0.125 0.05 0.01 0.16
H 0.855 2.566 0.029 0.09 0.07 0.01